(1)
C30H37BrFeN7OSSi2 | ωB97M-V with the def2-TZVPD basis set

Cartesian coordinates (Å):
Fe (0.384, -0.266, 0.734)
C (-1.923, -3.610, 1.711)
C (-1.393, -2.269, 1.307)
N (-0.082, -2.012, 1.210)
N (0.809, -2.998, 1.384)
C (2.046, -2.635, 1.299)
N (3.041, -3.577, 1.463)
S (2.503, -1.001, 0.896)
C (-2.198, -1.170, 1.018)
C (-3.596, -1.079, 1.242)
C (-4.264, 0.063, 0.910)
C (-3.551, 1.120, 0.306)
C (-2.187, 0.993, 0.164)
N (-1.504, -0.080, 0.529)
H (-1.098, -4.315, 1.736)
H (-2.686, -3.955, 1.014)
H (-2.367, -3.560, 2.704)
H (2.751, -4.369, 2.020)
H (3.928, -3.180, 1.729)
H (-4.109, -1.908, 1.709)
H (-5.322, 0.166, 1.112)
H (-4.057, 2.021, -0.001)
H (-1.602, 1.795, -0.256)
Br (-4.197, -1.515, -7.206)
C (-2.443, -0.861, -6.844)
C (-2.259, 0.060, -5.822)
C (-1.009, 0.576, -5.600)
C (0.089, 0.204, -6.415)
C (-0.131, -0.759, -7.425)
C (-1.380, -1.288, -7.630)
N (1.332, 0.702, -6.287)
N (1.690, 1.494, -5.343)
C (1.528, 1.421, -4.033)
C (1.718, 2.590, -3.259)
C (1.511, 2.627, -1.902)
C (1.086, 1.480, -1.204)
O (0.833, 1.430, 0.066)
C (0.927, 0.277, -1.945)
N (0.522, -0.795, -1.227)
C (0.429, -1.964, -1.825)
C (0.786, -2.157, -3.156)
C (1.185, -1.072, -3.912)
C (1.215, 0.195, -3.331)
H (-3.087, 0.356, -5.193)
H (-0.859, 1.283, -4.797)
H (0.711, -1.080, -8.020)
H (-1.537, -2.037, -8.391)
H (2.000, 3.489, -3.789)
H (1.658, 3.545, -1.349)
H (0.084, -2.789, -1.221)
H (0.755, -3.146, -3.586)
H (1.495, -1.217, -4.937)
C (-0.411, 3.671, 1.272)
Si (0.634, 2.449, 2.335)
C (2.521, 2.644, 2.110)
C (0.311, 3.322, 4.027)
C (0.082, 0.639, 2.517)
Si (0.731, -0.308, 4.024)
C (0.070, 0.468, 5.663)
C (2.634, -0.374, 4.248)
C (0.068, -2.094, 4.286)
H (-0.143, 4.696, 1.514)
H (-1.467, 3.549, 1.498)
H (-0.279, 3.542, 0.206)
H (2.805, 3.673, 1.916)
H (2.888, 2.036, 1.294)
H (3.034, 2.327, 3.010)
H (0.288, 4.400, 3.905)
H (1.079, 3.098, 4.756)
H (-0.643, 3.028, 4.448)
H (-1.002, 0.654, 2.661)
H (0.628, 1.349, 5.953)
H (0.132, -0.237, 6.487)
H (-0.970, 0.762, 5.565)
H (2.993, 0.513, 4.759)
H (3.141, -0.427, 3.291)
H (2.940, -1.236, 4.835)
H (-1.014, -2.109, 4.215)
H (0.326, -2.450, 5.280)
H (0.452, -2.812, 3.575)

The value obtained for the total energy is -6438.9092 a.u. The gap between HOMO and LUMO (spin up / spin down) comes out at 5.698 / 5.666 eV. For the energy above the lowest of the compared OMol25 structures with the same formula, charge and spin, the calculation gives 2.179 eV. Its total charge is -1.

=====

(2)
C30H37N4O4S2 | ωB97M-V with the def2-TZVPD basis set

Cartesian coordinates (Å):
C (3.776, -0.198, -2.176)
C (2.481, 0.198, -2.875)
H (1.874, -0.695, -3.043)
H (2.680, 0.683, -3.839)
O (1.649, 1.037, -2.078)
C (1.984, 2.321, -1.888)
C (3.058, 3.003, -2.454)
C (3.307, 4.339, -2.165)
C (2.513, 5.068, -1.299)
C (1.433, 4.413, -0.741)
C (1.144, 3.064, -1.031)
N (0.028, 2.578, -0.428)
C (-0.533, 3.439, 0.328)
N (-1.697, 3.192, 1.042)
C (-2.251, 1.952, 1.100)
O (-3.427, 1.814, 1.465)
C (-1.411, 0.798, 0.722)
C (-1.761, 0.028, -0.384)
C (-0.942, -1.015, -0.775)
C (0.188, -1.306, -0.039)
C (0.510, -0.586, 1.096)
C (-0.286, 0.475, 1.478)
H (-0.033, 1.062, 2.349)
H (1.402, -0.845, 1.644)
S (1.263, -2.648, -0.569)
O (1.107, -2.778, -1.988)
O (2.565, -2.387, -0.029)
N (0.652, -3.979, 0.162)
C (-0.448, -4.688, -0.443)
C (-1.792, -4.394, 0.221)
H (-2.585, -4.893, -0.331)
H (-1.992, -3.325, 0.236)
H (-1.805, -4.765, 1.243)
H (-0.240, -5.762, -0.400)
H (-0.462, -4.381, -1.489)
C (1.138, -4.384, 1.463)
C (1.709, -5.778, 1.411)
C (2.778, -6.037, 0.560)
C (3.305, -7.312, 0.472)
C (2.770, -8.339, 1.234)
C (1.706, -8.087, 2.082)
C (1.173, -6.811, 2.166)
H (0.341, -6.617, 2.829)
H (1.286, -8.884, 2.677)
H (3.183, -9.334, 1.167)
H (4.136, -7.507, -0.189)
H (3.184, -5.227, -0.028)
H (1.924, -3.674, 1.722)
H (0.336, -4.319, 2.209)
H (-1.152, -1.592, -1.662)
H (-2.642, 0.276, -0.956)
C (-2.379, 4.315, 1.667)
H (-2.957, 3.921, 2.507)
H (-1.607, 4.972, 2.072)
C (-3.281, 5.103, 0.697)
C (-4.773, 4.907, 0.961)
N (-5.232, 3.519, 0.735)
C (-5.384, 3.211, -0.693)
H (-6.174, 3.821, -1.130)
H (-5.640, 2.161, -0.815)
H (-4.455, 3.401, -1.225)
C (-6.480, 3.236, 1.457)
H (-7.278, 3.893, 1.112)
H (-6.337, 3.380, 2.525)
H (-6.774, 2.202, 1.288)
H (-4.471, 2.839, 1.124)
H (-5.353, 5.577, 0.322)
H (-4.979, 5.168, 2.001)
H (-3.025, 4.836, -0.328)
H (-3.074, 6.168, 0.803)
S (0.240, 5.036, 0.366)
H (2.724, 6.099, -1.070)
H (4.155, 4.820, -2.629)
H (3.722, 2.496, -3.134)
H (4.349, 0.673, -1.868)
H (3.554, -0.802, -1.300)
H (4.377, -0.792, -2.858)

The value obtained for the total energy is -2481.5336 a.u. The SMILES is CCOc1cccc2sc(N(CCC[NH+](C)C)C(=O)c3ccc(S(=O)(=O)N(CC)Cc4ccccc4)cc3)nc12. The gap between HOMO and LUMO comes out at 7.827 eV. For the energy above the lowest of the compared OMol25 structures with the same formula, charge and spin, the calculation gives 0.198 eV. Its total charge is +1.

=====

(3)
C30H37N4SiV | ωB97M-V with the def2-TZVPD basis set

Cartesian coordinates (Å):
V (-0.555, -0.229, -1.180)
C (1.935, 2.287, -0.603)
C (2.806, 1.517, -1.600)
C (2.071, 0.402, -2.363)
N (1.293, -0.499, -1.531)
C (1.829, -1.664, -1.106)
C (3.217, -1.978, -1.203)
C (3.929, -3.036, -0.701)
C (3.496, -4.139, 0.059)
C (2.187, -4.438, 0.405)
C (1.009, -3.804, 0.049)
C (0.791, -2.602, -0.688)
N (-0.430, -2.175, -1.053)
C (-1.475, -3.155, -1.282)
C (-2.881, -2.637, -0.990)
C (-3.271, -1.500, -1.940)
N (-2.503, -0.303, -1.704)
C (-2.994, 0.672, -0.945)
C (-4.173, 0.512, -0.172)
C (-4.954, 1.446, 0.482)
C (-4.856, 2.828, 0.504)
C (-3.883, 3.596, -0.133)
C (-2.756, 3.212, -0.826)
C (-2.201, 1.925, -1.050)
N (-0.965, 1.701, -1.463)
C (-0.176, 2.769, -2.048)
C (0.952, 3.317, -1.167)
H (2.595, 2.810, 0.095)
H (1.374, 1.557, -0.021)
H (3.623, 1.063, -1.032)
H (3.254, 2.198, -2.334)
H (2.797, -0.150, -2.970)
H (1.379, 0.856, -3.075)
H (3.827, -1.241, -1.711)
H (4.998, -2.998, -0.891)
H (4.263, -4.819, 0.413)
H (2.062, -5.313, 1.037)
H (0.114, -4.258, 0.456)
H (-1.325, -4.079, -0.721)
H (-1.437, -3.440, -2.346)
H (-2.922, -2.283, 0.044)
H (-3.585, -3.465, -1.117)
H (-4.349, -1.311, -1.878)
H (-3.065, -1.831, -2.964)
H (-4.506, -0.511, -0.052)
H (-5.789, 1.029, 1.037)
H (-5.621, 3.363, 1.055)
H (-4.010, 4.670, -0.038)
H (-2.156, 4.044, -1.172)
H (-0.799, 3.615, -2.350)
H (0.258, 2.386, -2.975)
H (0.496, 3.830, -0.313)
H (1.493, 4.070, -1.751)
C (-1.086, -1.468, 2.403)
Si (-0.422, -0.023, 1.299)
C (-1.430, 1.446, 2.041)
C (1.307, 0.277, 2.120)
C (1.621, 1.458, 2.801)
C (2.902, 1.714, 3.275)
C (3.916, 0.789, 3.072)
C (3.626, -0.407, 2.428)
C (2.339, -0.657, 1.976)
H (-0.793, -1.316, 3.446)
H (-0.692, -2.437, 2.084)
H (-2.179, -1.513, 2.364)
H (-1.387, 1.462, 3.135)
H (-2.480, 1.365, 1.755)
H (-1.068, 2.412, 1.671)
H (0.847, 2.201, 2.962)
H (3.115, 2.646, 3.787)
H (4.920, 0.988, 3.430)
H (4.406, -1.144, 2.268)
H (2.126, -1.609, 1.509)

The value obtained for the total energy is -2617.8908 a.u. Its expectation value of S² is 3.870. The gap between HOMO and LUMO (spin up / spin down) comes out at 4.487 / 6.463 eV. The spin multiplicity is 4. For the energy above the lowest of the compared OMol25 structures with the same formula, charge and spin, the calculation gives 0.529 eV. Its total charge is -1.